# 1
Formula: C8H13F4N2
Source: OMol25
Level of theory: ωB97M-V with the def2-TZVPD basis set

```
27
Properties=species:S:1:pos:R:3:forces:R:3:lowdin_charge:R:1
C -0.29618 -1.73635 -1.01684 -0.458 2.199 0.224 -0.10
C 0.39037 -0.62261 -1.81142 -1.551 0.913 0.392 -0.06
C 0.51801 -0.73644 1.26362 -3.529 -1.177 1.170 -0.07
C -0.64461 -1.41234 0.42181 1.300 3.301 -0.340 -0.14
C -1.49978 0.78814 -0.75324 -1.194 -0.787 1.827 -0.19
C -0.10292 0.63321 -1.12223 2.900 0.656 1.344 -0.23
C 0.77285 0.64938 0.88038 -0.735 0.909 -3.465 -0.31
C -1.80581 -0.38029 0.20264 -0.354 -2.827 1.811 -0.42
N 0.40224 1.71382 1.75485 2.307 -0.906 -1.862 0.15
N 2.23136 0.87761 0.45726 -1.449 -1.638 0.066 0.25
F -1.68973 1.94720 -0.08191 0.365 1.454 1.015 0.06
F 0.33422 1.77698 -1.69335 0.590 0.522 -0.274 0.07
F -2.80638 -1.15103 -0.29498 -0.802 0.205 -0.826 0.10
F -2.29556 -0.04421 1.43070 0.518 1.244 -0.070 0.12
H -1.27528 -1.72706 -1.39493 -0.914 -1.605 -1.430 0.11
H 0.27670 -2.56460 -1.09252 1.119 -3.146 -0.494 0.10
H 1.43600 -0.70836 -1.78024 1.728 0.149 0.374 0.09
H 0.20833 -0.63090 -2.91953 -0.483 -0.020 1.009 0.16
H 0.09071 -0.82405 2.29060 0.773 0.515 -0.354 0.15
H 1.30340 -1.42290 1.22597 1.784 -0.791 -0.059 0.11
H -0.98701 -2.23167 1.01365 -0.571 -0.644 -0.047 0.16
H -2.26941 0.88335 -1.46947 -0.531 -0.786 -1.712 0.18
H -0.57364 1.63792 1.93191 -0.907 0.514 0.288 0.09
H 0.69110 2.54945 1.22541 -1.139 0.173 0.870 0.12
H 2.56317 -0.03989 0.03493 -0.146 1.983 -0.037 0.20
H 2.68985 1.00539 1.32194 1.242 0.039 1.538 0.14
H 2.33801 1.77026 -0.02499 0.134 -0.450 -0.958 0.17
```
Positions in Å, forces in eV/Å.

Values from the calculation:
ΔE to the lowest compared entry with this formula, charge and spin	37.28	kcal per mole
LUMO energy	-0.132	hartree
E_HOMO	-12.851	eV
total charge	+1
HOMO-LUMO gap	9.249	eV

# 2
Formula: C25H38N3PPdSeSi
Source: OMol25
Level of theory: ωB97M-V with the def2-TZVPD basis set

```
70
Properties=species:S:1:pos:R:3:forces:R:3:lowdin_charge:R:1
Pd -0.00634 0.07666 0.33591 1.696 -0.542 0.387 0.75
C -0.30281 -2.60558 1.72041 -0.442 -0.264 0.167 -0.07
N 0.91931 -1.84602 1.42695 -0.735 0.694 -0.366 -0.30
C 1.85542 -2.69933 0.69280 0.317 -0.086 -0.437 -0.06
C 1.56604 -1.41356 2.67596 -0.022 0.637 0.344 -0.18
C 0.82907 -0.24326 3.31339 -0.024 -0.957 -0.072 -0.17
N 0.74480 0.90369 2.40412 -0.464 -0.155 -1.551 -0.30
C 2.06980 1.48227 2.15655 0.595 0.213 -0.208 -0.06
C -0.15643 1.89889 2.97811 -0.442 0.396 0.190 -0.06
H -0.09282 -3.43420 2.40734 0.025 0.024 -0.048 0.11
H -0.71425 -3.02335 0.80075 0.058 0.071 0.025 0.08
H -1.05730 -1.96160 2.17983 0.072 -0.102 -0.028 0.08
H 2.14156 -3.56401 1.30460 -0.076 0.065 -0.006 0.12
H 2.75981 -2.14264 0.44139 -0.078 0.011 0.057 0.10
H 1.40363 -3.06432 -0.23031 -0.015 0.064 0.119 0.06
H 2.59413 -1.12238 2.45392 -0.056 -0.089 -0.023 0.12
H 1.60625 -2.24696 3.38823 0.018 0.026 -0.089 0.15
H 1.34002 0.04564 4.24178 -0.077 0.086 -0.130 0.15
H -0.18748 -0.54391 3.57690 0.058 0.090 0.032 0.12
H 2.63334 1.60031 3.08904 -0.122 -0.060 0.017 0.12
H 1.96684 2.46634 1.70577 -0.078 -0.022 -0.052 0.07
H 2.64503 0.85616 1.46984 -0.045 0.061 0.169 0.09
H 0.18905 2.20981 3.97021 0.083 -0.030 -0.054 0.12
H -1.16074 1.48487 3.07955 0.095 0.002 -0.014 0.10
H -0.19867 2.77576 2.33556 0.009 -0.059 0.047 0.06
Se -3.28592 -0.30834 -2.30753 1.771 1.168 1.236 0.85
C -1.63173 -0.30441 -1.51550 -0.714 -4.660 -2.088 -0.65
N -0.74633 -1.21548 -1.44313 -1.372 5.676 1.843 -0.10
C -0.32425 -6.45287 -1.31406 0.244 0.798 -0.777 -0.17
Si 0.32481 -5.25844 -2.66808 0.362 -1.385 -0.113 0.53
C 2.22960 -5.39467 -2.78246 -1.052 0.270 -0.025 -0.17
C -0.54765 -5.49588 -4.34363 0.426 0.247 0.815 -0.16
C -0.08622 -3.53739 -2.10799 -0.723 1.379 0.105 0.00
C -0.49121 -2.40588 -1.85662 1.278 -2.646 -0.426 -0.20
H -0.24762 -7.47736 -1.66451 0.029 -0.165 -0.083 0.04
H -1.36575 -6.24767 -1.09135 -0.222 -0.009 0.036 0.03
H 0.24851 -6.36877 -0.39617 0.140 0.049 0.142 0.02
H 2.46528 -6.34491 -3.25057 0.091 -0.184 -0.075 0.04
H 2.71144 -5.36502 -1.81021 -0.008 -0.029 0.195 0.02
H 2.64696 -4.60102 -3.39284 0.080 0.111 -0.169 0.03
H -0.37168 -6.50079 -4.71004 0.072 -0.239 -0.035 0.04
H -0.17139 -4.79822 -5.08426 0.110 0.137 -0.111 0.03
H -1.61944 -5.35148 -4.26049 -0.190 0.018 0.091 0.03
C -0.42988 2.45128 -2.56252 0.314 -0.573 0.035 -0.19
P -0.37269 2.22834 -0.73249 -1.359 0.581 0.225 1.00
C -2.06588 2.59305 -0.18147 0.437 -0.223 0.221 -0.41
C -2.75184 1.66386 0.59849 0.192 -0.108 0.140 -0.18
C -4.04710 1.92255 1.00709 -0.008 -0.052 0.067 -0.06
C -4.65573 3.11546 0.64930 0.021 -0.052 0.039 -0.04
C -3.97141 4.04927 -0.11173 -0.034 0.071 -0.095 -0.04
C -2.68137 3.78700 -0.53709 0.015 -0.013 -0.058 -0.08
C 0.65917 3.65070 -0.26445 0.283 -0.734 0.217 -0.39
C 0.27098 4.63513 0.64037 -0.212 -0.116 -0.046 -0.10
C 1.13303 5.68068 0.92419 0.062 -0.028 0.065 -0.04
C 2.38378 5.73752 0.32636 -0.049 0.006 -0.063 -0.03
C 2.77444 4.75821 -0.57790 0.052 -0.052 0.042 -0.05
C 1.92151 3.70895 -0.85867 -0.078 -0.068 -0.036 -0.11
H -0.22337 3.49520 -2.80025 -0.013 -0.034 0.201 0.07
H -1.40739 2.18019 -2.95519 -0.007 -0.114 0.128 0.04
H 0.32708 1.83554 -3.04670 0.024 -0.002 -0.093 0.06
H -2.26437 0.71567 0.86694 -0.358 0.395 -0.005 0.06
H -4.58612 1.19974 1.59947 -0.045 -0.087 0.051 0.12
H -5.66780 3.31395 0.96346 -0.111 0.046 0.049 0.12
H -4.44822 4.97920 -0.37831 -0.040 0.088 -0.065 0.12
H -2.15128 4.49928 -1.15026 0.010 0.197 -0.065 0.12
H -0.71199 4.60642 1.08992 -0.026 0.015 0.060 0.11
H 0.82731 6.44450 1.62285 -0.015 0.093 0.017 0.12
H 3.05160 6.55249 0.55418 0.075 0.107 0.030 0.12
H 3.74102 4.80430 -1.05636 0.074 0.039 -0.005 0.12
H 2.22185 2.93082 -1.54839 0.123 0.009 -0.095 0.11
```
Positions in Å, forces in eV/Å.

Values from the calculation:
LUMO energy (spin up / spin down)	-0.304 / -0.304	hartree
E_HOMO (spin up / spin down)	-14.224 / -14.236	eV
total charge	+2
HOMO-LUMO gap (spin up / spin down)	5.961 / 5.974	eV

# 3
Formula: C36H37BN3O3P2RhS
Source: OMol25
Level of theory: ωB97M-V with the def2-TZVPD basis set

```
84
Properties=species:S:1:pos:R:3:forces:R:3:lowdin_spin:R:1
Rh 0.33457 1.38593 -0.85621 0.090 -0.153 -0.026 0.81
C 3.68901 -5.41735 2.61257 -0.010 -0.010 0.010 0.08
S 2.79297 -4.49906 3.83407 0.002 0.025 0.022 0.71
C 1.86969 -3.31815 2.88184 0.013 -0.019 0.014 0.07
C 2.78549 -2.18995 2.36383 -0.011 0.003 0.003 0.06
C 1.95864 -1.09709 1.68629 -0.101 -0.093 -0.052 0.09
N 1.20809 -1.60027 0.56965 0.083 -0.102 0.073 0.69
P 1.17794 -0.72537 -0.87608 -0.058 -0.052 -0.121 0.08
C 0.23974 -1.77814 -1.99524 -0.026 -0.027 0.099 0.01
C -0.13247 -3.07838 -1.66214 -0.002 -0.013 -0.025 0.00
C -0.87673 -3.83455 -2.55784 0.010 0.012 0.008 0.00
C -1.24046 -3.30023 -3.78612 0.008 0.008 0.009 0.00
C -0.86946 -2.00412 -4.12165 -0.011 -0.001 -0.013 0.00
C -0.13914 -1.24208 -3.22563 -0.006 0.007 0.002 0.01
C 2.92339 -0.83880 -1.34949 -0.037 -0.023 -0.024 0.04
C 3.34361 -1.88289 -2.17612 0.017 0.057 0.001 0.01
C 4.68972 -2.01472 -2.48386 -0.010 0.011 -0.004 0.00
C 5.61378 -1.12100 -1.95946 -0.004 -0.020 -0.019 0.01
C 5.19882 -0.08955 -1.12658 -0.022 0.028 0.017 0.00
C 3.85528 0.05935 -0.82109 0.028 -0.032 0.011 0.01
P -1.67926 0.89657 -0.02315 -0.114 0.016 0.072 0.05
C -1.93658 0.06117 1.54271 0.031 -0.041 -0.026 0.01
C -1.69796 -1.31084 1.63060 -0.015 -0.001 0.007 0.01
C -1.91826 -1.97405 2.82668 0.009 0.014 0.000 0.00
C -2.35658 -1.27139 3.94183 0.000 0.011 0.003 0.00
C -2.57369 0.09606 3.86052 0.002 -0.010 0.014 0.00
C -2.36988 0.76634 2.66392 0.032 0.013 -0.005 0.00
C -2.91666 0.37021 -1.21435 0.045 -0.091 0.019 0.02
C -3.51442 1.31972 -2.04488 0.029 -0.019 -0.012 0.01
C -4.40707 0.91436 -3.02407 0.009 0.017 0.003 0.00
C -4.69926 -0.43245 -3.18520 -0.002 -0.004 -0.004 0.01
C -4.09970 -1.37902 -2.36631 0.007 -0.007 0.000 0.00
C -3.20651 -0.98432 -1.38450 -0.029 0.035 0.006 0.01
H 4.34850 -6.10863 3.13115 0.005 -0.001 -0.004 0.00
H 4.26108 -4.72955 1.98712 0.007 -0.007 -0.004 0.02
H 2.97116 -5.96245 1.99407 0.009 0.001 -0.015 0.02
H 1.11757 -2.92206 3.56587 -0.012 0.007 -0.014 0.00
H 1.38226 -3.83459 2.05140 -0.007 0.006 -0.011 0.01
H 3.51446 -2.58406 1.65340 -0.014 -0.007 0.001 0.00
H 3.32949 -1.72303 3.18654 0.003 0.007 0.001 0.00
H 2.63853 -0.27748 1.46451 0.003 -0.030 -0.015 0.01
H 1.22332 -0.69951 2.40197 0.007 0.067 -0.010 0.04
H 0.16153 -3.49393 -0.70721 -0.002 0.002 -0.005 0.00
H -1.16579 -4.84483 -2.29997 -0.002 -0.003 -0.003 0.00
H -1.81385 -3.89472 -4.48484 -0.002 -0.001 -0.003 0.00
H -1.15485 -1.58674 -5.07773 0.000 0.000 -0.004 0.00
H 0.13715 -0.22584 -3.48897 -0.003 0.007 0.000 0.01
H 2.62297 -2.57439 -2.59343 0.006 -0.012 0.000 0.00
H 5.01529 -2.81049 -3.14019 0.000 -0.003 0.000 0.00
H 6.66190 -1.22441 -2.20680 0.004 0.001 0.005 0.00
H 5.91761 0.60726 -0.71707 0.007 -0.001 -0.003 0.00
H 3.55006 0.87141 -0.17192 -0.024 0.015 0.001 0.00
H -1.33919 -1.86773 0.77458 0.019 -0.014 0.001 0.00
H -1.76597 -3.04445 2.88463 -0.003 -0.010 -0.007 0.00
H -2.53552 -1.79049 4.87395 -0.004 -0.001 0.005 0.00
H -2.90985 0.64488 4.72945 0.000 0.003 -0.001 0.00
H -2.54429 1.83129 2.61014 -0.005 -0.006 0.005 0.00
H -3.30696 2.37538 -1.92828 0.005 0.018 -0.002 0.00
H -4.87977 1.65334 -3.65644 -0.003 0.002 0.001 0.00
H -5.40164 -0.74368 -3.94660 -0.004 -0.001 -0.002 0.00
H -4.33375 -2.42815 -2.48703 0.002 -0.003 0.003 0.00
H -2.75338 -1.73507 -0.75242 -0.026 -0.001 -0.015 0.00
B 3.26577 2.04038 2.76270 0.020 -0.085 0.134 0.00
C 2.00079 1.98965 1.83659 0.051 0.019 -0.122 0.01
N 1.15048 1.82181 1.06877 -0.033 0.219 -0.023 0.08
H 2.91961 2.15170 3.91256 -0.007 0.006 -0.029 0.00
H 3.95768 2.94854 2.37644 -0.001 -0.021 0.011 0.00
H 3.79582 0.95055 2.56376 0.030 0.098 0.016 0.00
O -2.18449 2.43698 0.35323 -0.036 0.059 -0.044 0.00
C -1.55947 3.48635 -0.20600 -0.075 0.068 0.026 0.00
O -0.55124 3.32056 -0.89742 0.034 -0.066 0.005 0.02
C -2.16192 4.78418 0.04718 -0.004 0.002 0.011 0.00
C -1.48349 5.92418 -0.39101 0.009 0.009 -0.005 0.00
C -2.03186 7.17100 -0.16246 0.001 0.004 -0.002 0.00
C -3.25242 7.27986 0.49383 -0.014 -0.034 0.008 0.00
C -3.93130 6.14563 0.92668 0.018 0.027 -0.012 0.00
C -3.38854 4.89412 0.70836 -0.004 -0.022 0.012 0.00
H -0.53348 5.81977 -0.89591 0.004 0.007 -0.005 0.00
H -1.51179 8.05946 -0.49175 0.003 0.001 -0.001 0.00
H -3.67909 8.25808 0.67066 -0.003 0.004 0.001 0.00
H -4.88104 6.24227 1.43356 -0.004 0.001 0.002 0.00
H -3.91095 4.00698 1.03882 0.000 0.004 0.001 0.00
O 2.02583 2.78966 -2.94132 -0.070 -0.008 0.003 0.39
N 1.95037 2.11506 -2.03162 0.158 0.134 0.046 0.54
```
Positions in Å, forces in eV/Å.

Values from the calculation:
LUMO energy (spin up / spin down)	-0.212 / -0.352	hartree
E_HOMO (spin up / spin down)	-13.435 / -13.793	eV
total charge	+2
HOMO-LUMO gap (spin up / spin down)	7.661 / 4.212	eV
expectation value of S²	6.0175
2S+1	5

# 4
Formula: C26H31FeN8O4S2
Source: OMol25
Level of theory: ωB97M-V with the def2-TZVPD basis set

```
72
Properties=species:S:1:pos:R:3:forces:R:3:lowdin_spin:R:1
Fe 11.89890 9.74462 8.88820 -0.057 0.493 -1.129 3.63
C 8.61719 12.11476 8.58099 -1.216 -0.273 1.069 0.00
N 8.91023 11.36246 9.77886 0.390 -0.170 -1.301 0.00
C 7.74926 10.67629 10.27532 0.992 -0.934 -1.017 0.00
C 9.88127 11.92017 10.57994 0.034 -0.787 1.111 0.00
C 9.67862 12.05171 11.96501 1.485 2.393 -0.745 0.00
C 10.36622 13.02818 12.69545 1.121 -0.698 -1.441 0.01
C 11.48342 13.64192 12.06654 -1.021 0.662 2.421 0.00
C 11.80639 13.31031 10.79482 0.487 -0.715 -0.883 0.00
C 11.14249 12.28206 10.07199 0.096 2.307 0.856 0.00
N 11.70982 11.78795 8.95290 0.053 -2.039 -0.233 0.04
C 12.59779 12.45506 8.17959 -0.144 1.609 -1.289 0.01
C 12.29970 13.82002 7.80088 0.946 -0.083 -1.446 0.01
C 12.87119 14.28557 6.59586 0.445 -0.879 -0.330 0.00
C 13.73428 13.44829 5.86749 0.321 0.397 0.151 0.01
C 14.23163 12.24980 6.38114 -0.443 0.241 0.796 0.00
C 13.70722 11.73627 7.55062 -1.651 1.623 0.298 0.01
N 14.08355 10.53433 8.20589 0.979 -1.085 -0.659 0.03
C 14.87136 10.89841 9.39455 0.607 -0.816 0.475 0.00
C 14.85170 9.51836 7.35125 -0.481 0.863 1.427 0.00
H 8.07785 13.02605 8.84402 -0.105 0.492 0.079 0.00
H 7.92721 11.53593 7.99840 -0.110 -0.394 -0.702 0.00
H 9.47321 12.36373 8.04052 1.420 0.256 -0.978 0.00
H 6.83170 11.21067 10.02155 -0.135 -0.014 0.268 0.00
H 7.88907 10.55016 11.31970 -0.555 -0.325 0.896 0.00
H 7.79913 9.67710 9.78148 -0.674 0.478 0.456 0.00
H 8.96073 11.47426 12.42085 -1.883 -0.711 1.028 0.00
H 10.00275 13.33879 13.64708 0.176 -0.155 0.811 0.00
H 12.10591 14.32240 12.68736 -0.562 -0.180 -0.805 0.00
H 12.61884 13.80333 10.27426 0.278 -0.188 0.314 0.00
H 11.57083 14.50258 8.28077 0.382 -1.041 0.022 0.00
H 12.67296 15.25314 6.11043 -0.275 -0.341 0.685 0.00
H 14.12798 13.73724 4.90211 -0.044 0.377 -0.002 0.00
H 15.04586 11.75758 5.88706 0.082 -0.335 -0.329 0.00
H 15.83565 11.42744 9.20682 -0.681 -0.153 -0.334 0.00
H 15.10593 9.98878 9.94339 0.075 -0.280 -0.061 0.00
H 14.27275 11.47405 10.07820 -0.341 0.583 0.092 0.00
H 15.83444 9.93082 7.02636 -0.680 -0.338 -0.028 0.00
H 14.18626 9.15536 6.58318 0.246 0.457 -0.559 0.00
H 14.99106 8.65096 7.99319 0.379 0.097 0.280 0.00
N 10.93397 8.92912 10.54028 -2.016 0.472 0.408 0.07
N 12.31855 8.82028 10.66127 1.678 -0.335 0.184 0.07
C 12.99468 7.41679 10.54620 1.943 0.586 1.850 0.01
O 14.24511 7.57920 10.61088 -1.722 -0.203 -0.562 0.01
O 12.24880 6.45334 10.55538 -0.299 0.354 -0.611 0.01
H 10.40271 9.37940 11.28642 0.688 -0.061 0.061 0.01
H 10.43952 8.08265 10.27445 0.387 -0.461 -0.028 0.00
H 12.73075 9.41026 11.39647 -0.298 -0.635 -0.422 0.00
N 7.20401 13.30880 3.83376 1.320 1.379 -0.070 0.00
C 8.08540 12.39334 4.41420 0.495 -0.521 0.314 0.00
C 9.45219 12.70767 4.59790 -1.655 2.304 -0.285 0.00
C 10.32314 11.86602 5.20875 0.544 -2.153 0.311 0.00
C 9.89378 10.57130 5.54176 -1.228 -0.762 -0.745 0.00
C 8.54817 10.18461 5.29834 1.365 -0.091 0.511 0.00
C 7.67787 11.08846 4.79147 -1.597 2.081 -0.639 0.00
S 11.02564 9.26856 5.94552 -0.002 -0.786 1.505 0.00
O 12.30383 9.96686 6.04732 -1.126 -1.055 0.090 0.01
O 10.86971 8.15521 5.02874 0.003 0.846 -0.101 0.00
N 10.64702 8.65914 7.48415 1.284 2.023 -1.448 0.04
C 9.54679 7.90214 7.67960 -0.705 -0.587 1.376 0.00
S 8.72560 6.91585 6.50246 -0.535 -0.675 0.065 0.00
C 7.67534 6.27506 7.74523 0.035 0.930 0.799 0.00
C 8.00262 6.83761 8.94745 1.062 0.169 -1.772 0.00
N 9.03563 7.72947 8.90010 0.563 0.255 -0.435 0.00
H 7.35177 14.32191 3.88902 0.743 -0.919 0.153 0.00
H 6.23392 13.19831 3.78233 -1.300 -1.157 0.207 0.00
H 9.73074 13.75610 4.37606 0.147 -0.756 -0.020 0.00
H 11.37105 12.08075 5.34088 0.120 0.355 0.130 0.00
H 8.16741 9.19253 5.50973 0.332 0.084 0.094 0.00
H 6.59729 10.90501 4.73645 0.456 -0.358 -0.138 0.00
H 6.74764 5.76301 7.59487 -0.004 -0.484 -0.508 0.00
H 7.60081 6.64079 9.91044 -0.612 -0.228 0.466 0.00
```
Positions in Å, forces in eV/Å.

Values from the calculation:
ΔE to the lowest compared entry with this formula, charge and spin	23.53	kcal per mole
LUMO energy (spin up / spin down)	0.087 / 0.087	hartree
E_HOMO (spin up / spin down)	-3.725 / -3.800	eV
total charge	-1
HOMO-LUMO gap (spin up / spin down)	6.098 / 6.173	eV
expectation value of S²	6.0112
2S+1	5

- The lowest total charge belongs to which entry?
  C26H31FeN8O4S2

- total charge of number 2 (C25H38N3PPdSeSi)?
  +2